{
  "formula": "C13H20CaN3O2S2Se2",
  "method": "ωB97M-V with the def2-TZVPD basis set",
  "fmax_ev_per_a": 17.49,
  "total_charge": -1,
  "homo_lumo_gap_ev": 5.342,
  "symbols": ["Ca", "C", "S", "C", "S", "N", "N", "C", "C", "C", "C", "C", "C", "N", "H", "H", "H", "H", "H", "H", "H", "H", "C", "Se", "C", "C", "Se", "C", "H", "H", "H", "H", "H", "H", "H", "H", "H", "H", "O", "C", "O", "H", "H"],
  "coordinates": [[0.22314, 0.42780, -0.64462], [3.38073, -3.61886, -1.67426], [3.49005, -2.06842, -2.58973], [2.20064, -1.21007, -1.70328], [0.60613, -1.22909, -2.41180], [2.61989, -0.63473, -0.60438], [1.76128, 0.08153, 0.25885], [1.74221, 1.33442, -0.05664], [0.86156, 2.27707, 0.63463], [1.40201, 3.43321, 1.18066], [0.54507, 4.28891, 1.86738], [-0.80678, 3.96749, 1.96201], [-1.25153, 2.79896, 1.36114], [-0.44773, 1.94748, 0.69704], [4.13534, -4.31338, -2.05321], [2.39622, -4.07688, -1.80222], [3.56679, -3.45360, -0.60960], [2.39804, 1.75150, -0.84053], [2.46256, 3.64136, 1.10443], [0.92899, 5.19124, 2.33335], [-1.49998, 4.60877, 2.49402], [-2.29575, 2.50352, 1.40176], [-1.32466, -1.61340, 3.35346], [-0.74478, -0.42328, 1.92411], [-2.55657, -0.23501, 1.19019], [-2.92813, -1.32741, 0.18307], [-1.88319, -1.23057, -1.47758], [-0.87827, -2.85233, -1.08150], [-1.99858, -1.07582, 4.05207], [-0.42893, -1.94278, 3.91869], [-1.81033, -2.51652, 2.93064], [-2.65589, 0.76748, 0.72405], [-3.27506, -0.25191, 2.03665], [-3.99345, -1.21294, -0.10736], [-2.83961, -2.32795, 0.65466], [-1.55764, -3.72943, -1.06411], [-0.32930, -2.74298, -0.12402], [-0.13117, -3.00653, -1.88665], [-0.56008, 2.26720, -4.53857], [-0.21813, 1.62302, -3.51142], [-0.56412, 1.74437, -2.30627], [0.53449, 0.78589, -3.70612], [1.72453, 1.65266, -1.46896]]
}

{
  "formula": "C2H8NO",
  "method": "ωB97M-V with the def2-TZVPD basis set",
  "fmax_ev_per_a": 1.94,
  "total_charge": -1,
  "homo_lumo_gap_ev": 6.544,
  "relative_energy_kcal_mol": 34.9,
  "symbols": ["O", "H", "C", "N", "C", "H", "H", "H", "H", "H", "H", "H"],
  "coordinates": [[1.89350, 1.09268, 1.40785], [1.64694, 0.56820, 2.18580], [0.48408, 0.13279, -0.64069], [-0.57503, -0.70400, -0.04625], [-1.83627, -0.65198, -0.79057], [1.27576, -0.40734, -1.16152], [0.10903, 0.85979, -1.35472], [1.08930, 0.80603, 0.30411], [-0.63400, -0.36414, 0.90945], [-2.63752, -0.03959, -0.34497], [-2.31317, -1.62648, -0.93875], [-1.62822, -0.30864, -1.78501]]
}

{
  "formula": "Cl3HN2",
  "method": "ωB97M-V with the def2-TZVPD basis set",
  "fmax_ev_per_a": 2.27,
  "homo_lumo_gap_ev": [8.240, 8.556],
  "relative_energy_kcal_mol": 50.6,
  "symbols": ["N", "N", "Cl", "Cl", "Cl", "H"],
  "coordinates": [[-1.26073, -0.82769, 0.70157], [1.80465, 0.43418, -0.83416], [-2.42688, -1.17537, -0.39289], [0.87014, -0.58281, 0.14212], [2.18425, 1.97499, -0.20257], [-1.17142, 0.17669, 0.58593]]
}

{
  "formula": "C5H6N3",
  "method": "ωB97M-V with the def2-TZVPD basis set",
  "fmax_ev_per_a": 4.31,
  "total_charge": 1,
  "homo_lumo_gap_ev": 9.081,
  "relative_energy_kcal_mol": 44.5,
  "symbols": ["C", "C", "C", "C", "N", "N", "C", "N", "H", "H", "H", "H", "H", "H"],
  "coordinates": [[0.22893, -1.75376, 1.44222], [0.02712, -0.59744, 0.47164], [1.16949, -0.07528, -0.13561], [1.09021, 0.99337, -0.87774], [1.19492, 1.95320, -1.55755], [-1.16888, -0.04588, 0.45333], [-1.76326, 0.66067, -0.35116], [-2.26925, 1.43780, -1.13124], [0.58115, -2.51132, 0.72832], [-0.61559, -2.00014, 1.96755], [1.15802, -1.60248, 2.06689], [2.08311, -0.58045, -0.03062], [1.31839, 2.95670, -1.37087], [-3.03435, 1.16501, -1.67518]]
}

{
  "formula": "C21H20N2O4S2",
  "method": "ωB97M-V with the def2-TZVPD basis set",
  "fmax_ev_per_a": 4.04,
  "homo_lumo_gap_ev": 8.437,
  "relative_energy_kcal_mol": 9.0,
  "symbols": ["C", "C", "S", "O", "O", "C", "C", "C", "C", "C", "C", "O", "N", "C", "N", "C", "C", "C", "C", "C", "C", "C", "C", "C", "C", "O", "S", "C", "C", "H", "H", "H", "H", "H", "H", "H", "H", "H", "H", "H", "H", "H", "H", "H", "H", "H", "H", "H", "H"],
  "coordinates": [[3.36878, 0.83541, 3.53540], [3.74776, -0.26723, 4.54096], [2.38595, -0.75447, 5.61791], [2.15202, 0.30152, 6.62426], [2.70910, -2.09614, 6.16779], [0.93847, -0.81185, 4.49418], [0.77302, -1.83920, 3.59126], [-0.38218, -1.94002, 2.79788], [-1.35506, -0.95962, 2.85249], [-2.63668, -0.97870, 2.04197], [-2.53408, -1.64574, 0.67225], [-3.11355, -2.70322, 0.49237], [-1.76140, -1.29405, -0.39161], [-1.06208, -0.13493, -0.64659], [-0.69829, -0.06292, -1.86556], [0.07204, 1.11138, -2.08159], [0.55719, 1.32728, -3.45557], [0.86969, 2.57704, -4.03459], [1.32416, 2.64116, -5.33024], [1.39449, 1.48919, -6.14334], [1.05669, 0.27431, -5.55560], [0.66457, 0.19963, -4.22726], [0.22738, 1.91599, -0.97780], [0.98292, 3.13344, -0.85079], [0.35299, 4.35757, -0.20569], [2.21583, 3.11921, -0.93446], [-0.65698, 1.24164, 0.41169], [-1.16837, 0.13165, 3.73437], [-0.01248, 0.19327, 4.56546], [4.28173, 1.35432, 3.22522], [2.67474, 1.58788, 3.93968], [2.93295, 0.34424, 2.66388], [4.56313, 0.09196, 5.16362], [4.09500, -1.16549, 3.99204], [1.52527, -2.61930, 3.51862], [-0.54236, -2.76089, 2.13491], [-3.41859, -1.53051, 2.59718], [-3.03436, 0.04419, 1.87007], [-1.93023, -1.83837, -1.20625], [0.72140, 3.50044, -3.48057], [1.54854, 3.57865, -5.77828], [1.78149, 1.44951, -7.16476], [1.16175, -0.62982, -6.11284], [0.41978, -0.80317, -3.87870], [0.06744, 5.15091, -0.91210], [1.02676, 4.79380, 0.52746], [-0.54818, 4.01301, 0.33494], [-1.91241, 0.92432, 3.82933], [0.10392, 1.08239, 5.22668]]
}

{
  "formula": "C5H15NO",
  "method": "ωB97M-V with the def2-TZVPD basis set",
  "fmax_ev_per_a": 4.72,
  "homo_lumo_gap_ev": 9.824,
  "relative_energy_kcal_mol": 51.1,
  "symbols": ["C", "N", "C", "C", "C", "C", "H", "H", "H", "H", "H", "H", "H", "H", "H", "H", "H", "H", "H", "O", "H", "H"],
  "coordinates": [[2.19325, -0.79986, 1.36581], [0.68048, -0.96292, 1.34885], [0.15134, -0.35302, 0.02444], [-1.31626, -0.32690, -0.01680], [-1.63923, 0.45591, 1.24432], [-1.84103, 0.34092, -1.22232], [2.63652, 0.07179, 2.11793], [2.71013, -0.76243, 0.37314], [2.62940, -1.61000, 1.89484], [0.38726, -1.94744, 1.36255], [0.63428, -0.98032, -0.76071], [0.51980, 0.67925, -0.02545], [-1.80822, -1.25375, 0.08576], [-2.71105, 0.82556, 1.08275], [-1.15468, 1.49087, 1.40763], [-1.63909, 0.02686, 2.24404], [-1.64369, -0.30550, -2.11898], [-1.09827, 1.13626, -1.47897], [-2.90238, 0.76986, -1.18025], [1.46748, 1.44823, -2.63757], [2.16469, 1.18075, -3.22865], [1.57927, 0.87587, -1.88237]]
}

{
  "formula": "C18H22BBr4F6NO9P2",
  "method": "ωB97M-V with the def2-TZVPD basis set",
  "fmax_ev_per_a": 1.63,
  "homo_lumo_gap_ev": 8.498,
  "symbols": ["C", "C", "C", "C", "C", "C", "C", "C", "C", "B", "O", "O", "C", "P", "O", "O", "N", "C", "O", "C", "C", "O", "C", "F", "F", "C", "F", "F", "C", "F", "F", "C", "O", "O", "P", "O", "Br", "H", "H", "H", "H", "H", "H", "H", "H", "H", "H", "H", "H", "H", "H", "H", "H", "H", "H", "H", "H", "H", "C", "Br", "Br", "Br", "H"],
  "coordinates": [[-1.80995, -4.86200, -1.47201], [-2.38778, -3.91260, -1.92750], [-2.82569, -2.61935, -2.45913], [-2.39088, -1.44867, -1.53395], [-0.89254, -1.20262, -1.76451], [-0.29146, -0.03947, -0.92854], [-0.90336, 1.23445, -1.54576], [-0.70369, 2.57142, -0.81473], [-0.45044, -0.26664, 0.57654], [-1.86376, -0.19844, 1.25914], [-2.11674, -1.18550, 2.23683], [-2.79459, 0.74950, 0.98691], [-4.17022, 0.33840, 1.02921], [0.55781, 0.91191, 1.70589], [0.74378, 0.02000, 3.06833], [-0.50675, 2.04972, 2.22507], [0.33167, -1.51947, 0.69931], [1.51721, -1.32211, -0.01751], [2.52904, -1.95350, 0.13607], [1.28272, -0.21201, -1.10006], [2.17496, 1.02845, -1.07681], [1.97577, 1.91414, -1.86172], [3.41836, 1.28666, -0.14479], [3.20605, 2.52726, 0.35886], [3.54747, 0.46005, 0.92667], [4.81601, 1.33218, -0.87108], [4.70493, 1.38833, -2.20854], [5.43496, 2.47766, -0.49476], [5.79660, 0.17521, -0.48498], [6.76133, 0.16427, -1.44253], [5.21616, -1.03523, -0.49340], [6.53229, 0.38980, 0.87147], [7.39464, 1.19019, 1.01707], [6.16430, -0.46892, 1.86144], [1.84072, -1.18778, -2.64685], [3.45079, -1.01671, -2.49976], [1.34328, 0.13562, -4.42445], [-1.29036, -5.72034, -1.12017], [-3.91133, -2.62273, -2.57500], [-2.38919, -2.48737, -3.45142], [-3.02381, -0.60872, -1.81170], [-2.59199, -1.81066, -0.52364], [-0.42692, -2.15501, -1.51762], [-0.78711, -0.98149, -2.82612], [-1.96727, 1.13130, -1.74034], [-0.42075, 1.35447, -2.51723], [-0.76756, 3.36324, -1.56571], [0.27334, 2.68605, -0.35191], [-1.50087, 2.78062, -0.10437], [-2.62508, -1.92853, 1.89491], [-4.57225, 0.50077, 2.03355], [-4.70869, 1.00889, 0.35845], [-4.32345, -0.68615, 0.68699], [0.02972, -0.62912, 3.18136], [-0.18228, 2.91531, 1.95295], [0.46398, -1.90600, 1.62240], [5.25248, -0.30447, 2.13909], [3.86794, -1.31836, -3.31842], [-6.20643, 1.87879, 4.68766], [-6.24968, 0.22271, 3.70439], [-4.60018, 2.86722, 4.30201], [-7.78767, 2.92850, 4.37657], [-6.18759, 1.62688, 5.73786]]
}

{
  "formula": "C3H11NO3S",
  "method": "ωB97M-V with the def2-TZVPD basis set",
  "fmax_ev_per_a": 3.38,
  "homo_lumo_gap_ev": 4.621,
  "relative_energy_kcal_mol": 203.6,
  "symbols": ["O", "C", "N", "C", "C", "S", "H", "H", "H", "H", "H", "H", "H", "H", "H", "O", "H", "H", "O"],
  "coordinates": [[-2.07513, -0.07468, 1.39083], [-1.36875, -1.03191, 1.60030], [-1.03871, -2.06850, 0.79120], [0.14908, -1.56284, 0.17646], [-0.26226, -0.62398, -0.98758], [-0.90353, -1.47444, -2.44221], [-0.89808, -1.12057, 2.61023], [0.05566, 1.51679, 1.60465], [0.77287, -2.37469, -0.21386], [0.83062, -1.04841, 0.88841], [0.71736, -0.22117, -1.32587], [-0.99231, 0.10963, -0.67660], [-2.10321, -0.80372, -2.42941], [0.87182, 3.27659, -1.08292], [0.98849, 1.86397, -0.73172], [0.36010, 2.46314, -1.17398], [-0.09350, 2.24642, 1.50811], [2.94570, 0.40091, 0.42796], [2.04379, 0.52746, 0.06600]]
}

{
  "formula": "C28H31N5O2",
  "method": "ωB97M-V with the def2-TZVPD basis set",
  "fmax_ev_per_a": 1.30,
  "homo_lumo_gap_ev": 7.390,
  "relative_energy_kcal_mol": 0.0,
  "symbols": ["C", "C", "N", "C", "C", "C", "O", "C", "N", "C", "C", "C", "C", "C", "N", "C", "O", "N", "C", "C", "N", "C", "C", "C", "C", "C", "C", "C", "C", "C", "C", "C", "C", "C", "C", "H", "H", "H", "H", "H", "H", "H", "H", "H", "H", "H", "H", "H", "H", "H", "H", "H", "H", "H", "H", "H", "H", "H", "H", "H", "H", "H", "H", "H", "H", "H"],
  "coordinates": [[-4.70805, 4.70407, 0.81936], [-3.63598, 3.61950, 0.84523], [-4.13321, 2.35934, 0.30971], [-4.73453, 1.44837, 1.26042], [-3.70389, 0.73739, 2.13777], [-4.06180, 2.19671, -1.02492], [-3.60782, 3.04714, -1.76591], [-4.58556, 0.87936, -1.62276], [-3.87752, -0.27191, -1.13316], [-2.55370, -0.29392, -0.85617], [-2.16258, -1.55616, -0.44515], [-0.87640, -1.99789, -0.03062], [0.19189, -1.22848, 0.30413], [0.11330, 0.16362, 0.43712], [0.04240, 1.29807, 0.61853], [1.44124, -1.92827, 0.73719], [1.38322, -3.00326, 1.31115], [2.62291, -1.32652, 0.47404], [2.82576, -0.15096, -0.34398], [4.18492, -0.22788, -1.03851], [5.23978, -0.25596, -0.05505], [6.52256, 0.14158, -0.35504], [7.45231, 0.38747, 0.66276], [8.73797, 0.79169, 0.36426], [9.13660, 0.97560, -0.94877], [8.22387, 0.74558, -1.96333], [6.93780, 0.33072, -1.67835], [4.91259, -0.90500, 1.19479], [3.83293, -1.95571, 0.96884], [-3.34906, -2.36874, -0.49401], [-3.61247, -3.70247, -0.19676], [-4.90250, -4.16529, -0.34061], [-5.93158, -3.32486, -0.76872], [-5.69830, -1.99805, -1.06457], [-4.39998, -1.52589, -0.92214], [-5.57761, 4.40922, 1.40360], [-4.30913, 5.62578, 1.23304], [-5.01899, 4.88833, -0.20549], [-2.79058, 3.92844, 0.22738], [-3.28594, 3.44789, 1.86301], [-5.33297, 0.70347, 0.73691], [-5.41117, 2.02736, 1.89906], [-3.17549, 1.44150, 2.77426], [-2.96911, 0.21877, 1.52848], [-4.20696, 0.01174, 2.77130], [-4.45643, 0.97112, -2.70884], [-5.65336, 0.76969, -1.41598], [-1.95677, 0.58775, -0.99007], [-0.73110, -3.06880, 0.04007], [2.04204, -0.08489, -1.10275], [2.78583, 0.75870, 0.26862], [4.30074, 0.66234, -1.66271], [4.20811, -1.11401, -1.69321], [7.16382, 0.28173, 1.69689], [9.43407, 0.97447, 1.17033], [10.14178, 1.29493, -1.17724], [8.51740, 0.88112, -2.99449], [6.25994, 0.13819, -2.49501], [5.80169, -1.40120, 1.59207], [4.56030, -0.17619, 1.94006], [3.58644, -2.46924, 1.90131], [4.18909, -2.70954, 0.25526], [-2.82357, -4.35819, 0.13810], [-5.12801, -5.19774, -0.11988], [-6.92973, -3.72324, -0.87112], [-6.50147, -1.35847, -1.39975]]
}

{
  "formula": "C4H9NO2",
  "method": "ωB97M-V with the def2-TZVPD basis set",
  "fmax_ev_per_a": 1.15,
  "homo_lumo_gap_ev": 10.559,
  "relative_energy_kcal_mol": 45.0,
  "symbols": ["N", "C", "C", "O", "H", "H", "H", "H", "H", "C", "C", "O", "H", "H", "H", "H"],
  "coordinates": [[1.61118, 1.94425, -0.29705], [0.21329, 1.81903, -0.75164], [0.05459, 0.51400, -1.47537], [-1.00201, -0.04882, -1.59449], [1.74574, 2.84350, 0.13239], [1.76299, 1.20744, 0.38424], [0.06666, 2.59962, -1.50609], [-0.52142, 1.89888, 0.04854], [0.97791, 0.12282, -1.93937], [-0.91695, -2.32256, 0.58594], [-0.39193, -1.27523, 1.51380], [0.44769, -0.45023, 1.25766], [-1.93691, -1.98209, 0.38113], [-0.93521, -3.30025, 1.06297], [-0.33326, -2.32298, -0.32721], [-0.84235, -1.24737, 2.52455]]
}

{
  "formula": "C3H5Br3Si",
  "method": "ωB97M-V with the def2-TZVPD basis set",
  "fmax_ev_per_a": 5.14,
  "homo_lumo_gap_ev": 8.256,
  "relative_energy_kcal_mol": 69.6,
  "symbols": ["C", "C", "C", "Si", "Br", "Br", "Br", "H", "H", "H", "H", "H"],
  "coordinates": [[1.40337, -0.52602, 0.23965], [0.24715, -0.06704, 0.52753], [2.70648, 0.31861, 0.44577], [-4.24946, 0.64990, -1.96225], [-4.49534, -1.56340, -1.50572], [-1.29279, -1.07228, 0.18459], [-4.41247, 1.39034, 0.19126], [1.39488, -1.59939, -0.06706], [0.04446, 0.96837, 0.71176], [2.29857, 1.22625, 0.56986], [3.02624, 0.20737, -0.58570], [3.32891, 0.06729, 1.25032]]
}

{
  "formula": "C4H9N2O2",
  "method": "ωB97M-V with the def2-TZVPD basis set",
  "fmax_ev_per_a": 11.40,
  "total_charge": 2,
  "homo_lumo_gap_ev": [5.844, 5.237],
  "relative_energy_kcal_mol": 211.9,
  "s_squared": 0.89,
  "spin_multiplicity": 2,
  "symbols": ["O", "C", "C", "C", "C", "N", "O", "N", "H", "H", "H", "H", "H", "H", "H", "H", "H"],
  "coordinates": [[-1.30383, -0.31398, -0.34212], [-2.63877, -0.26856, 0.02857], [-3.74829, 0.80253, -0.52165], [-5.00611, 0.63955, 0.14636], [4.74601, -0.59002, 0.19693], [5.98755, -0.10711, 0.76966], [4.47324, -1.66227, 0.72161], [-3.33380, 1.67248, -1.31586], [-2.70181, -0.04517, 1.03393], [2.20505, 0.09609, -0.54099], [-5.10774, -0.36075, 0.79001], [-5.81985, 1.39949, 0.26751], [6.03677, -0.56323, 1.68618], [6.83721, -0.04160, 0.22701], [-4.12579, 2.14262, -1.71322], [1.86441, -0.11192, 0.05730], [-3.23681, -1.16416, -0.12151]]
}

So what do the calculations give for molecular weight? Going down the list: 512.454 62.092 135.381 108.124 428.535 105.181 902.736 141.192 469.589 103.121 308.871 117.128 g mol⁻¹.